Record 1
{
  "formula": "C19H27BaClN8O6S",
  "method": "ωB97M-V/def2-TZVPD",
  "symbols": ["Ba", "O", "C", "C", "N", "C", "C", "O", "O", "C", "C", "O", "O", "H", "H", "H", "H", "H", "H", "H", "H", "H", "S", "C", "N", "N", "C", "N", "C", "N", "C", "O", "H", "H", "H", "Cl", "C", "C", "C", "C", "N", "C", "H", "H", "H", "H", "N", "C", "C", "N", "C", "C", "H", "H", "H", "H", "H", "H", "H", "H", "H", "H", "H"],
  "xyz": [[0.3202, -1.1264, 0.0259], [-3.7832, -0.4271, 1.4683], [-2.9868, -1.2397, 2.3214], [-2.1038, -0.4303, 3.2590], [-0.8826, 0.1491, 2.6485], [-0.8263, 1.6158, 2.7889], [-1.8932, 2.4689, 2.0930], [-2.1507, 3.5503, 2.6406], [-2.2810, 2.0783, 0.9390], [0.3243, -0.4089, 3.2631], [0.6260, -1.8961, 2.9727], [1.3979, -2.4692, 3.7498], [0.1061, -2.3819, 1.9011], [-3.2882, 0.3974, 1.2497], [-2.3638, -1.9365, 1.7547], [-3.6742, -1.8358, 2.9262], [-1.8098, -1.0702, 4.0978], [-2.7175, 0.3789, 3.6677], [0.1252, 1.9352, 2.3540], [-0.8222, 1.9107, 3.8446], [0.3282, -0.2869, 4.3518], [1.1907, 0.1489, 2.8763], [-2.3672, -1.5913, -4.9819], [-1.7664, -2.1168, -3.4858], [-1.3616, -2.4785, -2.4550], [1.6634, 1.3988, -5.2971], [2.0052, 0.4490, -4.7020], [2.4744, -0.6326, -4.1325], [2.0468, -1.1666, -3.0043], [1.7535, -1.7228, -2.0234], [1.6750, 2.1565, 0.1274], [1.2836, 0.8087, 0.0420], [2.2541, 2.3879, 1.0378], [0.8146, 2.8457, 0.1476], [2.3035, 2.4825, -0.7163], [4.8572, -4.7605, 2.7853], [4.4240, -3.1997, 2.1074], [5.2809, -2.1267, 2.2238], [4.8851, -0.9131, 1.6870], [3.6548, -0.8265, 1.0484], [2.8282, -1.8791, 0.9394], [3.2039, -3.0406, 1.4799], [6.2305, -2.2430, 2.7316], [5.5212, -0.0394, 1.7610], [3.2821, 0.0927, 0.6037], [2.4959, -3.8588, 1.4299], [-2.2861, 1.4636, -3.9561], [-3.2659, 1.4889, -2.8130], [-2.7955, 0.4960, -1.7730], [-1.4085, 0.6924, -1.3563], [-0.4537, 0.9312, -2.4488], [-0.9304, 1.9293, -3.4827], [-2.6102, 2.0183, -4.7399], [-2.2049, 0.5035, -4.2968], [-4.2519, 1.2372, -3.1988], [-3.2670, 2.5004, -2.4094], [-2.9111, -0.5102, -2.1788], [-3.4350, 0.5793, -0.9001], [-1.3651, 1.4041, -0.6209], [-0.2701, -0.0151, -2.9749], [0.4986, 1.2456, -2.0034], [-0.2588, 1.9594, -4.3359], [-1.0625, 2.9256, -3.0591]],
  "forces_ev_per_a": [[-2.41, -1.04, -2.16], [0.20, 0.29, -0.07], [0.15, 0.30, -0.16], [0.29, 0.18, -0.07], [-0.16, 0.04, 0.05], [0.06, -0.46, 0.17], [0.28, 0.24, -1.04], [-0.22, -0.15, 0.09], [-0.32, -0.20, 0.65], [0.03, -0.06, -0.25], [-0.34, -0.34, -0.17], [-0.13, 0.05, -0.09], [0.07, -1.30, 3.20], [0.04, -0.27, 0.14], [0.01, 0.01, -0.07], [-0.10, -0.01, 0.03], [-0.02, -0.05, 0.05], [-0.01, 0.04, 0.07], [-0.05, 0.03, 0.00], [0.03, -0.01, 0.16], [0.01, 0.06, 0.15], [-0.11, -0.08, 0.03], [0.21, -0.12, 0.60], [-0.06, -0.19, -0.30], [-0.21, 0.23, -0.35], [0.20, -0.45, 0.27], [-0.17, -0.01, 0.18], [-0.13, -0.22, 0.45], [0.25, 0.51, -0.84], [0.85, -0.20, -1.20], [-0.29, -0.56, -0.03], [1.72, 3.75, 0.33], [0.05, -0.10, 0.10], [-0.08, -0.05, 0.01], [0.07, -0.09, -0.14], [-0.06, 0.30, -0.13], [0.05, -0.20, 0.11], [0.18, 0.01, 0.08], [-0.06, 0.06, -0.06], [-0.09, -0.45, -0.05], [1.06, 0.01, 0.51], [-0.32, 0.22, -0.21], [-0.02, 0.02, -0.02], [-0.02, -0.04, 0.00], [0.02, -0.08, 0.04], [-0.02, 0.05, -0.01], [0.04, 1.09, 0.77], [0.14, 0.13, -0.22], [0.44, -0.21, 0.12], [-0.17, 0.46, -0.45], [-0.24, -0.23, 0.27], [-0.18, 0.03, -0.01], [-0.01, 0.12, -0.03], [0.01, -1.10, -0.41], [-0.02, -0.05, -0.05], [-0.01, 0.09, -0.04], [-0.04, 0.01, 0.05], [-0.01, 0.00, 0.10], [-0.05, -0.08, 0.00], [-0.04, 0.05, 0.09], [-0.26, -0.04, -0.16], [0.06, 0.00, -0.07], [-0.06, 0.03, 0.00]],
  "multiplicity": 1,
  "total_energy_ev": -68402.527,
  "largest_force_ha_per_bohr": 0.0805,
  "e_above_lowest_kcal_mol": 44.5,
  "lumo_ha": 0.1454,
  "charge": -2,
  "homo_ev": -3.40
}

---

Record 2
{
  "formula": "BrH2O2P",
  "method": "ωB97M-V/def2-TZVPD",
  "symbols": ["O", "P", "O", "H", "Br", "H"],
  "xyz": [[-3.4365, 0.0758, 0.2758], [-2.2128, -0.7001, 0.2225], [-0.8962, 0.3034, -0.1642], [-1.1417, 1.1982, 0.0019], [4.1060, 0.1116, 0.1824], [3.5812, -0.9888, -0.5184]],
  "forces_ev_per_a": [[-0.72, 0.53, 0.18], [2.31, 0.55, -0.74], [-1.28, -2.59, 0.57], [-0.30, 1.51, -0.01], [0.12, 0.25, 0.16], [-0.13, -0.24, -0.16]],
  "multiplicity": 1,
  "smiles": "O=PO.Br",
  "total_energy_ev": -83459.555,
  "largest_force_ha_per_bohr": 0.0572,
  "e_above_lowest_kcal_mol": 19.4,
  "lumo_ha": -0.0124,
  "charge": 0,
  "homo_ev": -11.03
}

---

Record 3
{
  "formula": "C11H16N4O5",
  "method": "ωB97M-V/def2-TZVPD",
  "symbols": ["N", "C", "C", "C", "C", "O", "O", "C", "O", "N", "C", "C", "C", "C", "N", "C", "N", "C", "O", "O", "H", "H", "H", "H", "H", "H", "H", "H", "H", "H", "H", "H", "H", "H", "H", "H"],
  "xyz": [[1.3113, 1.5976, -1.8634], [1.6664, 1.0167, -0.6476], [3.2069, 0.9926, -0.3889], [3.9696, -0.2953, -0.7937], [3.0834, -1.5353, -0.5331], [3.1741, -2.5341, -1.1970], [2.5038, -1.4168, 0.6438], [1.1412, 1.8325, 0.5373], [1.2656, 3.0388, 0.5122], [0.1522, 1.3820, 1.4509], [-0.8857, 0.4182, 1.1243], [-1.5215, 0.5841, -0.2892], [-2.8952, 0.1339, -0.5220], [-3.4266, -0.7778, -1.4105], [-4.7606, -0.8530, -1.1389], [-5.0166, 0.0435, -0.1301], [-3.8953, 0.6879, 0.2500], [-0.3363, -1.0926, 1.3295], [-0.7237, -1.9044, 0.5351], [0.2411, -1.2790, 2.5060], [1.5259, 2.6215, -1.9135], [1.9434, 1.1123, -2.5209], [1.3160, -0.0424, -0.6542], [3.6384, 2.0181, -0.6091], [3.4467, 0.9302, 0.6499], [4.8771, -0.2882, -0.2507], [4.2448, -0.4458, -1.8746], [2.3046, -2.2195, 1.1232], [-0.2274, 2.2496, 1.9077], [-1.7980, 0.4863, 1.8667], [-1.3769, 1.5274, -0.7525], [-0.9486, -0.0819, -0.9495], [-3.0162, -1.2980, -2.2667], [-5.5698, -1.3611, -1.5012], [-6.0136, 0.3251, 0.2010], [0.3987, -0.3955, 2.9965]],
  "forces_ev_per_a": [[0.23, 1.28, -2.39], [1.66, -1.38, 2.82], [0.76, 0.46, 0.15], [-1.96, 0.35, -3.24], [3.12, -0.38, -0.13], [-0.76, 0.22, 0.20], [-0.54, 0.71, 1.31], [-3.64, 0.75, -0.96], [1.54, 0.22, 0.13], [0.02, 0.90, 0.94], [-1.30, -1.18, 0.30], [1.74, -1.94, -0.91], [-1.55, 0.04, 0.63], [0.62, -0.17, -0.34], [-1.83, 1.20, 1.36], [1.59, 1.12, 0.06], [-1.66, -1.57, -0.57], [-2.99, 2.95, -0.97], [1.31, -0.86, 0.87], [0.94, 0.66, 1.26], [-0.12, -1.30, 0.29], [-0.74, 0.71, -0.19], [-0.11, 0.95, 0.27], [-0.28, -1.38, -0.55], [-0.66, 0.29, 1.26], [0.86, -0.61, 0.74], [-0.24, 0.62, 0.85], [-0.38, -0.82, -0.32], [0.64, -1.25, -0.66], [2.02, 0.10, -0.99], [0.21, 1.34, 0.23], [0.25, 0.20, 0.08], [0.18, -0.08, 0.44], [1.19, -0.03, -0.40], [0.26, -0.43, -0.03], [-0.37, -1.69, -1.53]],
  "multiplicity": 1,
  "smiles": "N[C@@H](CCC(=O)O)C(=O)N[C@@H](Cc1c[nH]cn1)C(=O)O",
  "total_energy_ev": -27863.737,
  "largest_force_ha_per_bohr": 0.0838,
  "e_above_lowest_kcal_mol": 63.4,
  "lumo_ha": 0.0186,
  "charge": 0,
  "homo_ev": -8.53
}

---

Record 4
{
  "formula": "C6H6",
  "method": "ωB97M-V/def2-TZVPD",
  "symbols": ["C", "C", "C", "C", "C", "C", "H", "H", "H", "H", "H", "H"],
  "xyz": [[-1.1954, -0.7589, -0.6456], [-0.3735, -0.0549, 0.4486], [1.0251, -0.4888, 0.4342], [2.2202, -0.4513, 0.2850], [-0.1116, 1.4400, 0.2493], [-0.7955, 2.5461, 0.2444], [-0.8422, -0.4621, -1.6364], [-1.0835, -1.8460, -0.5536], [-2.2593, -0.5183, -0.5654], [-0.8244, -0.2440, 1.4317], [3.2405, -0.7195, 0.1927], [0.9994, 1.5577, 0.1150]],
  "forces_ev_per_a": [[-0.05, 0.06, -0.05], [0.17, -0.07, 0.02], [0.68, -0.42, -0.01], [-0.38, -1.15, 0.22], [-0.18, 0.63, -0.07], [0.43, -0.62, -0.02], [-0.03, -0.03, 0.13], [0.00, 0.25, 0.04], [0.18, 0.07, 0.02], [0.10, 0.13, -0.20], [0.29, 0.21, -0.03], [-1.21, 0.95, -0.06]],
  "multiplicity": 1,
  "total_energy_ev": -6312.810,
  "largest_force_ha_per_bohr": 0.0299,
  "e_above_lowest_kcal_mol": 147.4,
  "lumo_ha": -0.0183,
  "charge": 0,
  "homo_ev": -10.23
}